Molecular formula: C24H29N3O3Tl
Method: DFT, ωB97M-V/def2-TZVPD

Calculated values
E	-1494.46413	Eh
energy relative to the best compared isomer or geometry (same formula, charge and spin)	2.7	kcal/mol
LUMO level	2.73	eV
charge	-1

The geometry in XYZ format:
```
60
Properties=species:S:1:pos:R:3:forces:R:3:nbo_charge:R:1
Tl 5.028628 -8.169486 10.416812 -0.6 0.2 0.2 0.73
C 3.321909 -11.436025 8.534435 0.7 -0.4 0.1 -0.60
C 4.345792 -12.522455 8.992659 -0.5 0.8 1.1 -0.41
C 4.326415 -12.984331 10.458864 -1.5 0.6 -0.8 -0.06
C 3.475925 -14.034806 10.794140 -0.1 -1.1 1.1 -0.21
C 3.395614 -14.518421 12.116944 0.4 0.4 -1.3 -0.24
C 4.166975 -13.919499 13.084103 -0.8 -0.2 0.7 -0.22
C 4.889943 -12.786671 12.809552 1.2 1.2 -1.0 -0.05
C 5.565960 -12.004444 13.909818 -0.3 -2.0 -0.1 -0.43
C 4.585423 -11.033235 14.453395 0.4 2.1 2.0 -0.61
C 4.942129 -12.275399 11.490887 0.2 -0.2 0.2 0.22
N 5.588478 -11.038060 11.218041 1.1 -0.6 -0.5 -0.54
C 6.876941 -11.109206 11.008732 -1.3 1.0 1.0 0.13
C 7.684935 -9.934647 10.791141 1.0 -0.9 0.3 -0.05
C 9.080368 -9.941643 10.629790 -0.2 -0.3 -0.1 -0.26
C 9.530822 -8.639491 10.457561 -2.3 0.2 -0.2 -0.36
C 8.308961 -7.872323 10.510398 1.6 -1.1 0.4 -0.02
N 7.258027 -8.647073 10.789542 -0.2 0.2 -0.6 -0.62
H 3.316163 -11.346679 7.444720 0.3 -0.1 0.0 0.20
H 3.698462 -10.501780 8.916241 -0.5 0.6 0.3 0.22
H 2.271968 -11.628474 8.789527 0.4 0.0 0.5 0.20
H 5.356628 -12.229619 8.766199 0.4 0.5 -0.3 0.21
H 4.157778 -13.359165 8.399921 -0.2 -1.7 -0.9 0.19
H 2.868484 -14.566215 10.064873 0.2 0.3 -0.3 0.20
H 2.799792 -15.368282 12.389893 -0.3 -0.2 -0.2 0.20
H 4.039834 -14.287288 14.103478 0.4 0.2 -0.1 0.20
H 6.555308 -11.628574 13.659452 -0.2 0.4 -0.2 0.22
H 5.724073 -12.745408 14.697037 0.3 0.0 0.2 0.19
H 4.416123 -10.130503 13.868365 0.4 0.1 -0.2 0.26
H 5.007880 -10.710882 15.477012 -1.1 -0.2 -1.3 0.18
H 3.587361 -11.439134 14.557150 -0.1 -0.5 0.4 0.21
H 7.365070 -12.082398 11.163156 0.2 0.2 -0.4 0.17
H 9.633304 -10.845953 10.596580 0.6 -0.6 0.0 0.19
H 10.519028 -8.327385 10.213474 0.4 0.3 0.1 0.21
H 8.211003 -6.824459 10.396327 -0.2 0.8 0.1 0.20
O 11.242200 -5.757914 13.628415 0.6 0.8 -0.3 -0.72
C 11.325818 -5.906012 15.010048 0.9 -0.6 0.1 -0.08
C 10.612808 -4.902515 15.834506 -1.5 0.8 1.0 -0.40
C 9.055127 -4.999242 15.617431 1.1 1.2 0.8 -0.44
C 8.412781 -6.325413 15.549143 0.0 -0.7 -1.0 0.20
C 7.611733 -6.803685 16.554036 -0.8 -1.4 -0.6 -0.27
C 6.939620 -8.016015 16.271215 -0.6 -0.2 1.0 -0.16
C 7.077680 -8.675162 15.046244 0.4 1.8 2.2 -0.25
C 7.963801 -8.136338 14.154067 -0.1 -0.5 0.0 0.09
N 8.590566 -7.021711 14.412862 1.2 1.3 -0.5 -0.47
H 10.325075 -5.901130 13.422685 -1.0 -0.4 -0.5 0.49
H 12.356908 -5.977324 15.265396 1.2 0.5 0.1 0.16
H 11.014426 -6.890147 15.262377 -0.9 -1.0 0.4 0.17
H 10.890798 -3.854237 15.599716 0.1 -0.6 -0.1 0.20
H 10.803901 -5.012451 16.921491 0.2 -0.3 -0.5 0.20
H 8.912900 -4.419882 14.726269 -0.7 0.0 -0.7 0.23
H 8.560697 -4.451809 16.422017 0.1 0.2 0.0 0.20
H 7.451771 -6.235225 17.455688 0.0 -0.1 0.2 0.21
H 6.268351 -8.461360 17.050910 0.6 0.5 -0.8 0.20
H 6.526424 -9.527111 14.861804 -0.9 -1.5 -0.5 0.22
H 8.152390 -8.671714 13.239791 0.2 0.2 -0.5 0.21
O 5.831764 -5.994389 12.417553 1.6 1.2 -2.5 -0.71
C 5.036552 -6.657747 13.026948 -0.4 -0.5 2.5 0.64
O 4.613946 -7.821616 12.818585 -0.5 -0.7 -0.6 -0.82
H 4.757400 -6.193210 13.991330 -0.7 -0.1 0.5 0.03
```
Forces are in eV/Å.

Molecular formula: C12H10FN5O2
Method: DFT, ωB97M-V/def2-TZVPD

Calculated values
E	-987.45988	Eh
LUMO level	0.62	eV
charge	0

The geometry in XYZ format:
```
30
Properties=species:S:1:pos:R:3:forces:R:3:nbo_charge:R:1
O 0.623667 -4.192812 -0.229953 0.0 -0.2 0.0 -0.55
C 0.261364 -3.098910 -0.574238 -0.2 -0.1 0.0 0.69
C -1.187219 -2.722546 -0.855799 -0.2 -0.2 0.1 -0.51
C -1.494414 -1.266682 -0.470193 -0.5 -0.3 0.2 -0.14
C -1.519680 -1.226022 1.075705 0.0 0.1 -0.3 0.67
O -2.198344 -2.031477 1.671551 -0.2 -0.2 0.0 -0.60
N -0.702921 -0.373698 1.734862 0.3 0.0 0.6 -0.65
C -0.099021 0.837881 1.320370 0.0 0.6 -0.1 0.23
C -0.870619 1.881073 0.821367 0.1 0.0 0.3 -0.25
C -0.270313 3.078503 0.474036 0.0 -0.1 0.1 -0.18
C 1.094526 3.250448 0.619633 0.2 -0.1 0.1 -0.29
C 1.843734 2.201633 1.122756 -0.2 0.0 0.0 0.42
F 3.170645 2.355922 1.276684 0.0 0.0 0.0 -0.32
C 1.271392 0.996828 1.484035 0.0 0.1 -0.1 -0.33
N -0.501027 -0.456541 -1.102908 1.0 -0.4 -0.2 -0.22
N -0.646964 0.749381 -1.675472 -0.7 0.6 -0.5 -0.29
C 0.556857 1.027724 -2.110518 -0.4 -0.3 0.3 0.16
N 1.479592 0.071040 -1.867630 0.6 -0.8 0.2 -0.51
C 0.780674 -0.851582 -1.243861 -0.4 0.8 -0.4 0.51
N 1.164747 -2.081313 -0.787961 0.6 0.0 0.1 -0.63
H -1.361946 -2.876457 -1.924541 0.0 0.1 0.0 0.25
H -1.834706 -3.397911 -0.295518 0.2 0.1 -0.1 0.28
H -2.484142 -0.969199 -0.832324 0.2 -0.1 0.0 0.26
H -0.674439 -0.551200 2.733429 -0.1 -0.1 -0.2 0.42
H -1.934565 1.748164 0.705309 -0.1 0.0 0.0 0.23
H -0.873866 3.882902 0.085382 -0.1 0.1 -0.1 0.22
H 1.580409 4.174840 0.352963 0.1 0.1 0.0 0.23
H 1.882591 0.200101 1.877906 0.1 -0.1 0.0 0.24
H 0.791314 1.935668 -2.624246 0.0 0.3 -0.1 0.21
H 2.152673 -2.295758 -0.760827 -0.1 0.0 0.0 0.44
```
Forces are in eV/Å.